#P
15
Properties=species:S:1:pos:R:3:nbo_charge:R:1 method="wB97M-V/def2-TZVPD" charge=+1 multiplicity=1 homo_energy_ev=-13.150 homo_lumo_gap_ha=0.3394
C 0.51 1.42 1.11 -0.6927
C -1.92 -1.41 -0.40 -0.8533
C 0.57 0.18 0.26 -0.0906
N 1.48 0.23 -0.92 -0.6976
S -1.42 0.24 -0.44 0.2271
H -0.23 2.04 0.76 0.2429
H 0.19 1.34 2.23 0.2866
H 1.45 1.88 1.26 0.2299
H -2.91 -1.55 0.14 0.2654
H -1.35 -2.10 0.12 0.2444
H -2.16 -1.98 -1.31 0.2457
H 0.74 -0.79 0.73 0.2309
H 2.46 0.28 -0.65 0.4402
H 1.21 1.00 -1.49 0.4510
H 1.38 -0.77 -1.39 0.4700


#Q
15
Properties=species:S:1:pos:R:3:nbo_charge:R:1 method="wB97M-V/def2-TZVPD" charge=+1 multiplicity=1 homo_energy_ev=-14.212 homo_lumo_gap_ha=0.4000
C 0.76 0.14 1.21 -0.1535
N -0.11 0.50 2.21 -0.8128
H 1.58 0.81 0.98 0.2280
H 0.90 -0.93 1.12 0.2241
H 0.01 1.42 2.60 0.4061
H -0.34 -0.18 2.91 0.4099
C 0.98 0.07 -1.82 -0.7207
S -0.30 0.37 -0.53 0.6444
C -1.17 -1.24 -0.58 -0.7514
H 0.44 -0.17 -2.72 0.2614
H 1.52 -0.83 -1.50 0.2374
H 1.65 0.92 -1.77 0.2583
H -2.14 -1.11 -0.10 0.2666
H -1.27 -1.50 -1.62 0.2599
H -0.71 -2.02 0.04 0.2424


Which structure is most stable? #Q, by 1.182 eV over the runner-up.


#P
18
Properties=species:S:1:pos:R:3:nbo_charge:R:1 method="wB97M-V/def2-TZVPD" multiplicity=1 homo_energy_ev=-8.700 homo_lumo_gap_ha=0.3435
C -0.84 -0.86 -0.77 -0.2259
C -0.85 -1.67 0.51 -0.0794
O 0.52 -2.13 0.61 -0.7305
N 0.26 0.11 -0.95 -0.6539
C 0.10 1.30 -1.69 0.0809
O -0.07 2.49 -0.82 -0.7332
H -1.86 -0.32 -0.87 0.2012
H -0.80 -1.60 -1.67 0.1680
H -1.23 -0.98 1.36 0.1775
H -1.48 -2.55 0.50 0.1695
H 0.60 -2.62 1.43 0.4683
H 1.13 -0.41 -1.19 0.3823
H -0.85 1.31 -2.26 0.1599
H 1.01 1.45 -2.39 0.1563
H 0.88 2.36 -0.30 0.4568
H 1.34 0.36 3.07 0.4685
H 0.32 1.48 2.78 0.4690
O 0.63 0.65 2.44 -0.9354


#Q
18
Properties=species:S:1:pos:R:3:nbo_charge:R:1 method="wB97M-V/def2-TZVPD" multiplicity=1 homo_energy_ev=-8.880 homo_lumo_gap_ha=0.3524
C 0.58 -0.57 -0.13 -0.0489
C 1.60 -0.73 0.72 -0.4478
C 0.50 1.73 -0.57 -0.0343
N 0.32 0.55 -1.00 -0.4335
H -0.39 -0.92 0.20 0.2058
H 2.53 -0.17 0.69 0.1923
H 1.35 -1.29 1.60 0.2391
H -0.07 2.58 -0.95 0.1789
H 1.06 1.83 0.36 0.1378
H 1.45 0.85 -4.87 0.4692
H 0.18 0.37 -4.06 0.4811
O 0.81 1.09 -4.21 -0.9498
H -2.65 0.74 0.34 0.4748
H -3.91 -0.09 0.74 0.4719
O -3.15 0.38 1.08 -0.9464
H -0.09 -2.91 3.36 0.4768
H -0.08 -1.41 3.72 0.4758
O -0.03 -2.01 2.98 -0.9429


#R
18
Properties=species:S:1:pos:R:3:nbo_charge:R:1 method="wB97M-V/def2-TZVPD" multiplicity=1 homo_energy_ev=-9.645 homo_lumo_gap_ha=0.3670
C 0.94 -1.05 -0.38 -0.7387
C 1.97 0.11 -0.59 0.6875
N 1.85 0.95 0.59 -0.6708
C 1.73 0.25 1.88 -0.4275
O 2.51 0.46 -1.66 -0.5961
H 0.60 -1.39 -1.41 0.2407
H 0.18 -0.59 0.30 0.2390
H 1.51 -1.93 0.06 0.2323
H 2.31 1.92 0.48 0.4120
H 0.63 0.44 2.19 0.1959
H 1.90 -0.83 1.85 0.2102
H 2.45 0.64 2.59 0.2148
H -2.40 -1.37 -1.65 0.4811
H -3.88 -1.95 -1.33 0.4845
O -3.28 -1.19 -1.20 -0.9649
H -2.67 2.20 -1.15 0.4604
H -3.15 1.20 -0.23 0.4722
O -3.22 2.15 -0.35 -0.9326


Which structure is most stable? #R, by 0.850 eV over the runner-up.